Molecular formula: C4H6P2
Method: DFT, ωB97M-V/def2-TZVPD

```
12
Properties=species:S:1:pos:R:3:lowdin_charge:R:1
C 0.532 1.363 -0.045 -0.060
C 1.801 1.135 0.065 -0.690
C -0.688 -1.027 -0.390 -0.285
C -1.925 -0.403 0.023 -0.239
P 2.562 -0.418 -0.079 0.595
P 0.829 -1.443 0.227 0.503
H 0.034 2.303 0.160 0.037
H 2.648 1.826 0.300 0.048
H -2.666 -0.987 -0.439 0.048
H -1.984 0.671 -0.226 0.073
H -2.179 -0.477 1.026 0.051
H 1.035 -2.542 -0.622 -0.082
```

Summary:
ΔE to the lowest compared entry with this formula, charge and spin in kcal per mole: 144.3
LUMO (alpha / beta) in eV: -1.232 / -1.040
Electronic energy in eV: -22814.737
Charge: 0



Molecular formula: C4H6P2
Method: DFT, ωB97M-V/def2-TZVPD

```
12
Properties=species:S:1:pos:R:3:lowdin_charge:R:1
C -0.586 0.480 -0.129 -0.211
C 0.207 -0.689 -0.075 -0.250
C -1.963 0.727 -0.157 -0.537
C 1.552 -0.763 -0.307 -0.339
P -3.496 -0.076 0.051 0.786
P 2.845 0.336 -0.030 0.759
H 0.018 1.378 -0.248 0.082
H -0.317 -1.641 -0.028 0.090
H -2.161 1.794 -0.273 0.020
H -3.021 -1.394 0.119 -0.185
H 3.931 -0.509 -0.281 -0.111
H 2.992 0.355 1.357 -0.104
```

Summary:
ΔE to the lowest compared entry with this formula, charge and spin in kcal per mole: 80.5
LUMO (alpha / beta) in eV: -0.882 / -1.563
Electronic energy in eV: -22817.507
Charge: 0
Structure (SMILES): [H]/P=C\C=C\C#[PH2]



Molecular formula: C4H6S2
Method: DFT, ωB97M-V/def2-TZVPD

```
12
Properties=species:S:1:pos:R:3:lowdin_charge:R:1
C 0.125 1.748 -0.217 -0.121
C 0.278 0.352 0.362 -0.647
C 0.225 -1.824 -0.045 -0.483
C -0.758 -0.701 -0.001 -0.880
H 0.985 2.409 0.132 0.103
H 0.147 1.614 -1.289 0.068
H -0.844 2.190 -0.024 0.064
H 0.208 0.436 1.468 0.126
H 0.232 -2.400 0.868 0.079
H 0.076 -2.523 -0.932 0.107
S 1.694 -0.743 -0.188 0.846
S -2.366 -0.558 -0.134 0.739
```

Summary:
ΔE to the lowest compared entry with this formula, charge and spin in kcal per mole: 18.5
LUMO in eV: -0.374
Electronic energy in eV: -25914.491
Charge: 0
Structure (SMILES): C[C@@H]1SCC1=S



Molecular formula: C4H6S2
Method: DFT, ωB97M-V/def2-TZVPD

```
12
Properties=species:S:1:pos:R:3:lowdin_charge:R:1
C -0.426 1.406 -0.132 -0.375
C -0.495 -1.381 0.136 -0.433
C 0.714 -0.642 -0.370 -0.685
C 0.731 0.590 0.401 -0.679
H -0.767 2.216 0.515 0.065
H -0.372 1.788 -1.181 0.090
H -0.850 -2.207 -0.496 0.076
H -0.403 -1.704 1.162 0.071
H 0.568 -0.459 -1.415 0.081
H 0.632 0.413 1.464 0.095
S -1.722 -0.002 -0.042 0.818
S 2.389 -0.018 -0.042 0.877
```

Summary:
ΔE to the lowest compared entry with this formula, charge and spin in kcal per mole: 43.4
LUMO in eV: 0.547
Electronic energy in eV: -25913.407
Charge: 0
Structure (SMILES): C1SC[C@@H]2S[C@@H]12



Look up the ΔE to the lowest compared entry with this formula, charge and spin of the fourth one.
43.4 kcal per mole